66
Properties=species:S:1:pos:R:3:forces:R:3 method="wB97M-V/def2-TZVPD" total_charge=+2 s2=8.76 multiplicity=6 largest_force_ha_per_bohr=0.0441 homo_energy_ha="-0.5193 / -0.5100" e_lumo_ev="-4.49 / -9.70" gap_ev="9.645 / 4.177"
Ru 0.90200 0.09808 0.94479 0.3742 -0.0472 0.7525
P 0.68156 0.26320 -2.48421 -1.8613 -0.0627 1.2909
F 5.34912 0.11834 2.93874 -0.0470 0.0324 -0.0151
F 5.38573 1.88848 1.68978 -0.0330 -0.0555 0.0770
F 4.45605 1.96709 3.64638 0.0455 -0.0583 -0.0716
O -0.33598 -0.22019 3.03331 -0.0622 -0.0586 -0.2873
O 1.38788 -0.26413 -1.29346 0.0164 0.3588 -0.2898
O -1.12953 1.20312 0.98961 0.3651 -0.1041 -0.1185
O 3.03390 1.08646 0.78009 -0.5052 -0.0731 -0.3104
O 2.48692 0.19382 2.71541 -0.1765 -0.1394 -0.1735
O 0.28172 -2.06372 1.20761 -0.0358 0.1920 -0.0245
N -2.84168 2.17566 2.09719 -0.0035 0.0440 -0.1491
N -0.22759 -3.80411 2.55068 0.1080 0.0221 -0.1442
N 1.62798 -0.13501 -3.83400 0.6616 0.2712 -0.4917
N -0.79290 -0.39350 -2.75765 0.8593 0.3769 0.0174
N 0.49697 1.92701 -2.49988 0.4979 -0.7469 -0.6185
C -0.70511 -4.34064 3.82254 -0.0959 0.0385 0.1299
C 1.11293 -0.21983 -5.18067 -0.2479 -0.1301 -0.1416
C -2.07265 0.29759 -2.82128 -0.1870 0.0491 -0.0676
C -0.05626 -2.51112 2.32511 -0.0605 0.0301 0.0290
C -3.66696 2.31591 3.29507 0.0443 -0.0474 0.2304
C 0.03838 -4.78079 1.49740 0.0403 -0.0854 -0.0513
C 0.12216 2.61170 -3.73411 -0.2564 0.0969 -0.1651
C 4.65953 1.20055 2.56969 -0.1037 0.0282 -0.0710
C 3.29120 0.78670 1.97102 0.0624 0.1013 0.2277
C -0.85743 -1.85441 -2.66054 -0.0443 -0.2088 -0.2114
C -3.17964 3.03928 0.96975 -0.0180 0.0584 -0.0688
C -1.82694 1.33149 2.02113 0.0152 -0.0892 -0.0268
C -1.53834 0.47890 3.24784 0.0817 0.0780 -0.0213
C -0.25477 -1.55424 3.49890 0.1560 -0.0022 -0.0099
C 3.07285 -0.14140 -3.69241 0.2617 -0.0044 0.2475
C 1.24124 2.74510 -1.54771 0.2595 0.1439 0.1918
H -0.86124 -5.35995 1.28831 -0.0133 0.0308 0.0303
H 1.37645 0.67376 -5.75826 0.0977 0.0046 0.0604
H -1.43135 1.12240 4.12561 -0.1028 -0.0519 0.0323
H 1.18314 2.32548 -0.55196 0.0225 -0.0822 0.1044
H -4.17350 2.79050 0.59660 0.0104 -0.0174 0.0168
H -2.69144 0.01928 -1.96543 0.0605 0.0079 0.0129
H -4.03020 1.35149 3.64879 -0.0123 0.0080 -0.0395
H 3.51390 0.70505 -4.23044 -0.0947 -0.0132 -0.0806
H -0.46057 -5.39809 3.86332 0.0563 0.0122 -0.0023
H -1.13723 -1.82307 4.07898 0.0227 0.0413 0.0353
H 0.03396 -0.34867 -5.17264 0.0137 0.0355 0.0413
H -3.17819 4.08032 1.29174 0.0177 -0.0207 0.0275
H -1.17774 -2.29259 -3.60915 -0.0172 0.0317 0.0268
H -0.26108 1.90342 -4.46596 -0.0660 0.0778 0.0173
H 0.80692 3.74438 -1.53143 -0.0676 -0.0386 -0.1004
H 3.34743 -0.09464 -2.64179 -0.0351 -0.0028 -0.0202
H -2.37744 -0.20645 3.40210 -0.0127 0.0293 0.0528
H 1.56749 -1.07801 -5.68184 0.0840 0.0221 0.0406
H 2.29929 2.83540 -1.81169 -0.0343 -0.0095 -0.0594
H -3.11925 2.80698 4.10093 0.0003 0.0171 -0.0315
H 0.63323 -1.62053 4.13416 -0.0692 -0.0631 0.0784
H -0.23084 -3.85457 4.67273 0.0303 -0.0221 -0.0207
H -2.44982 2.90436 0.18000 0.0090 -0.0039 0.0015
H -1.93554 1.37481 -2.80700 -0.0280 -0.0245 0.0243
H 0.97541 3.14219 -4.16541 0.0476 -0.0523 0.0520
H -0.65803 3.34694 -3.52751 0.0346 -0.0111 0.0392
H 0.36162 -4.27117 0.59785 -0.0147 0.0338 0.0034
H 0.82547 -5.45917 1.82620 -0.0192 0.0001 0.0108
H 0.11999 -2.26039 -2.39980 -0.0324 -0.0259 0.0231
H -4.52793 2.92973 3.04965 -0.0076 -0.0202 -0.0297
H -2.60784 0.01934 -3.73202 0.0327 0.0285 0.0038
H -1.78982 -4.24494 3.90421 0.0191 0.0031 0.0108
H 3.47797 -1.05778 -4.12944 -0.0866 -0.0029 -0.0659
H -1.56557 -2.15117 -1.88556 0.0434 0.0697 0.0394